Entry 1:
Below is a molecular structure, C10H17NPb, with properties calculated with wB97M-V/def2-TZVPD.

```
29
Properties=species:S:1:pos:R:3:forces:R:3
H -1.0127 1.4537 4.5525 0.155 0.295 -0.383
H -0.8478 1.2191 -3.5553 0.515 0.276 0.340
C 0.3934 -1.1579 1.0299 0.708 -0.399 -0.574
C 0.5453 -2.1227 -1.1979 0.095 -0.108 -0.048
H -1.6272 3.3577 3.0375 -0.036 -0.285 -0.378
C -0.3816 1.2233 0.6888 0.021 1.017 0.367
H -3.1823 1.4337 -3.4693 -0.009 -1.301 -0.416
C 2.5495 -1.1666 -0.1571 0.167 -0.460 0.000
H -0.4474 -1.8637 0.9161 0.171 0.404 0.104
H -0.9419 -0.2995 -2.6334 0.554 0.292 0.586
H 1.0857 -1.6492 1.7388 -0.284 0.387 -0.198
C -0.8576 1.4046 3.4716 0.110 -1.009 -0.261
H 3.0355 -1.2278 -1.1455 -0.206 0.038 0.360
C -1.0021 2.3554 1.2088 0.235 1.184 0.846
H 0.7144 -1.8725 -2.2531 0.138 -0.297 0.349
C -0.2524 0.4247 -3.0926 0.273 -0.385 -1.691
H 2.9485 -0.3055 0.3990 -0.063 -0.258 -0.033
N 1.0761 -1.0468 -0.3133 -0.369 0.506 0.077
H -0.1992 -0.6882 3.5049 -0.029 0.460 -0.030
H 2.7726 -2.0966 0.4024 0.134 0.470 -0.291
H 1.0520 -3.0718 -0.9413 -0.326 0.308 -0.231
H -3.1619 0.6847 -3.7067 -0.087 1.307 0.399
H -0.5371 -2.2254 -1.0191 0.474 0.003 -0.249
Pb 0.9081 1.3184 -1.2196 -2.591 -2.334 0.501
H 0.3996 -0.0697 -3.8616 -0.299 0.646 0.979
C -0.1274 0.1516 1.5391 1.282 -1.330 0.723
C -1.1995 2.4497 2.6037 -0.419 0.483 -0.827
C -0.3761 0.2177 2.9179 -0.591 0.169 -0.426
H -1.3264 3.1695 0.5549 0.281 -0.083 0.403
```
Forces are in eV/Å.

Multiplicity: 1
Lowest unoccupied orbital energy (alpha / beta) (Eh): -0.4311 / -0.4419
Total charge: +2

Entry 2:
Below is a molecular structure, C10H17NZn, with properties calculated with wB97M-V/def2-TZVPD.

```
29
Properties=species:S:1:pos:R:3:forces:R:3
C -1.5974 2.1441 -0.3319 0.387 -0.055 -0.901
C 0.1382 1.9454 -2.0690 -0.107 0.058 -0.082
H 0.7682 1.2505 -2.6431 -0.251 0.207 0.104
H -3.1526 2.5232 4.0453 0.144 -0.219 -0.130
H -0.4286 -0.7304 3.1081 -0.027 0.318 0.122
H 0.7923 2.5792 -1.4517 -0.235 -0.157 -0.255
C -2.5022 2.3843 2.0008 0.313 -0.249 -0.404
C -1.6617 1.6998 1.1024 -0.780 0.636 0.806
C -2.5404 1.9737 3.3295 0.098 0.057 -0.140
Zn 0.3843 0.0292 0.0883 0.075 -0.596 1.413
H 0.5930 -1.8819 -3.5125 0.122 -0.072 0.127
N -0.7710 1.1841 -1.1885 -0.363 0.824 -0.268
C -1.6742 0.3502 -2.0111 0.023 0.031 -0.035
C 1.5632 -1.8054 -3.0109 -0.006 0.041 0.014
H 1.6275 -0.9191 0.3137 -0.039 0.211 -0.643
C -0.8648 0.6550 1.5207 0.476 -0.885 -0.882
C -1.7905 0.8656 3.7302 0.439 -0.756 -0.060
H -1.8298 0.5231 4.7668 -0.108 0.143 -0.245
H -2.3919 -0.1854 -1.3739 0.260 0.222 -0.108
H 2.1082 -2.7499 -3.1342 -0.187 0.258 0.112
H -1.0938 -0.3850 -2.5858 -0.124 0.234 0.176
H -2.5976 2.2393 -0.7959 0.314 -0.115 0.250
C -0.9699 0.1686 2.8123 -0.924 1.059 0.986
H -3.0860 3.2343 1.6395 0.014 -0.181 0.249
H -0.4563 2.5722 -2.7572 0.349 -0.061 0.091
H 1.4332 -1.5732 -1.9403 0.124 -0.180 -0.536
H 2.1318 -1.0082 -3.4998 -0.030 -0.096 0.144
H -1.1483 3.1501 -0.4013 0.015 -0.400 -0.031
H -2.2204 1.0037 -2.7127 0.028 -0.279 0.124
```
Forces are in eV/Å.

Multiplicity: 1
Lowest unoccupied orbital energy (Eh): 0.0212